Entry one
Below is C2H5NO as an isolated structure, with properties calculated with the ωB97M-V functional and the def2-TZVPD basis.

ORCA input file:
```
! RIJCOSX wB97M-V def2-TZVPD def2/J DEFGRID3
* xyz 0 1
C 0.59879 -0.52582 1.11454
N 0.20822 0.51815 -0.14433
C -0.86956 0.27225 -0.94424
O -1.89390 -0.25042 -0.57002
H -0.06250 -1.38653 0.94625
H 1.62624 -0.85469 0.86281
H 0.09936 0.58380 1.19669
H 0.97407 1.08874 -0.47035
H -0.68073 0.55452 -1.99136
*
```

Values from the calculation:
- HOMO: -9.2 eV



Entry two
Below is one molecule with the formula C2H5NO, with properties calculated with the ωB97M-V functional and the def2-TZVPD basis.

ORCA input file:
```
! RIJCOSX wB97M-V def2-TZVPD def2/J DEFGRID3
* xyz 0 1
C -0.13311 -1.19196 -0.53902
N 0.39288 0.01987 -0.47520
C -0.14886 0.88840 0.52979
O 1.30398 0.45245 -1.27400
H 0.38471 -1.90581 -1.11842
H -0.87513 -1.52766 0.16287
H -0.73896 1.82370 0.33677
H -0.80597 0.27680 1.22081
H 0.62046 1.16422 1.15639
*
```

Values from the calculation:
- SMILES: C=[N+](C)[O-]
- HOMO (spin up / spin down): -8.9 / -8.9 eV



Most stable one: entry two, least stable one: entry one.



Entry one
Below is one molecule with the formula C2H5NO, with properties calculated with the ωB97M-V functional and the def2-TZVPD basis.

ORCA input file:
```
! RIJCOSX wB97M-V def2-TZVPD def2/J DEFGRID3
* xyz 0 1
C -0.75849 0.66452 0.72543
C -0.07852 0.02157 -0.74916
N 1.04793 -0.69044 -0.34720
O -0.35328 0.26395 -1.90617
H -0.71693 1.64379 0.49520
H -1.71010 0.20506 0.80655
H -0.01680 0.20994 1.49883
H 0.90133 -1.25695 0.52437
H 1.68486 -1.06144 -1.04786
*
```

Values from the calculation:
- SMILES: CC(N)=O
- HOMO: -9.7 eV



Entry two
Below is a 2-piece molecular cluster, C2H5NO overall, with properties calculated with the ωB97M-V functional and the def2-TZVPD basis.

ORCA input file:
```
! RIJCOSX wB97M-V def2-TZVPD def2/J DEFGRID3
* xyz 0 1
C -0.02176 1.45905 -0.79922
N 0.81420 0.47875 -1.06816
H -0.17872 1.66776 0.24751
H -0.63219 1.91536 -1.59140
H 1.80278 0.63590 -0.93725
C -0.43244 -1.53754 1.04779
O -0.02743 -0.97401 2.05278
H 0.10315 -1.58799 -0.00416
H -1.42759 -2.05727 1.05211
*
```

Values from the calculation:
- SMILES: C=N.C=O
- HOMO: -8.7 eV



Most stable one: entry one, least stable one: entry two.



Entry one
Below is one molecule with the formula C2H5NO, with properties calculated with the ωB97M-V functional and the def2-TZVPD basis.

ORCA input file:
```
! RIJCOSX wB97M-V def2-TZVPD def2/J DEFGRID3
* xyz 0 1
C -0.08150 -0.49873 -1.67165
N -0.05398 0.29652 -0.46699
C 0.15772 -0.14741 0.77289
O 0.03095 0.49996 1.80244
H -0.89296 -1.29643 -1.65428
H 0.84386 -1.08404 -1.84225
H -0.20508 0.16863 -2.51913
H -0.50988 1.25363 -0.52631
H 0.43701 -1.24029 0.78391
*
```

Values from the calculation:
- SMILES: CNC=O
- HOMO: -9.8 eV



Entry two
Below is one molecule with the formula C2H5NO, with properties calculated with the ωB97M-V functional and the def2-TZVPD basis.

ORCA input file:
```
! RIJCOSX wB97M-V def2-TZVPD def2/J DEFGRID3
* xyz 0 1
C 0.34294 0.69213 0.83989
C 0.35356 -0.27275 -0.33420
N -0.86209 -0.58665 -0.94500
O 1.40288 -0.65466 -0.81163
H 0.89208 0.26268 1.68241
H -0.64739 1.02107 1.16307
H 0.90758 1.57378 0.51348
H -0.69166 -1.12210 -1.78704
H -1.57513 -1.05449 -0.40774
*
```

Values from the calculation:
- SMILES: CC(N)=O
- HOMO: -9.9 eV



Entry three
Below is a 2-piece molecular cluster, C2H5NO overall, with properties calculated with the ωB97M-V functional and the def2-TZVPD basis.

ORCA input file:
```
! RIJCOSX wB97M-V def2-TZVPD def2/J DEFGRID3
* xyz 0 1
C 0.41703 0.45284 -1.28992
N 0.96583 -0.59523 -0.80738
H 0.83524 1.00619 -2.13622
H -0.54355 0.80944 -0.94923
H 1.82962 -0.71690 -1.38483
C -0.88614 -0.24881 1.57398
O -1.29000 0.88373 1.67848
H 0.18019 -0.49337 1.43787
H -1.50822 -1.09789 1.87722
*
```

Values from the calculation:
- SMILES: C=N.C=O
- HOMO: -9.8 eV



Most stable one: entry two, least stable one: entry three.



Entry one
Below is one molecule with the formula C3H5FO, with properties calculated with the ωB97M-V functional and the def2-TZVPD basis.

ORCA input file:
```
! RIJCOSX wB97M-V def2-TZVPD def2/J DEFGRID3
* xyz 0 1
C -0.23927 0.00405 -0.41077
C 1.25964 0.37554 -0.70843
C -0.78423 -0.08064 1.06023
O -0.05979 -1.26505 -0.97308
F 1.52121 0.78876 -1.88554
H -0.80968 0.63624 -1.01170
H 1.99305 -0.20646 -0.28868
H -0.08296 -0.53964 1.80452
H -1.70009 -0.71194 1.00559
H -1.09789 0.99913 1.40786
*
```

Values from the calculation:
- HOMO (spin up / spin down): -9.6 / -9.9 eV



Entry two
Below is one molecule with the formula C3H5FO, with properties calculated with the ωB97M-V functional and the def2-TZVPD basis.

ORCA input file:
```
! RIJCOSX wB97M-V def2-TZVPD def2/J DEFGRID3
* xyz 0 1
C -0.36610 0.29779 1.75082
C -0.13883 -0.41259 0.37815
F -1.26313 -0.35244 -0.38750
C 0.85218 0.36226 -0.46988
O 1.08559 0.08563 -1.61291
H -1.23689 -0.08842 2.40563
H -0.51211 1.35286 1.53912
H 0.64071 0.12482 2.15819
H 0.15856 -1.41629 0.25852
H 1.54967 1.02913 0.07473
*
```

Values from the calculation:
- SMILES: C[C@@H](F)C=O
- HOMO: -10.1 eV



Entry three
Below is C3H5FO as an isolated structure, with properties calculated with the ωB97M-V functional and the def2-TZVPD basis.

ORCA input file:
```
! RIJCOSX wB97M-V def2-TZVPD def2/J DEFGRID3
* xyz 0 1
C -0.58682 0.25923 0.45604
C 0.16402 0.82007 -0.66225
C 0.44896 -0.89610 0.31585
H -0.49796 0.67710 1.35156
H -0.09275 0.39474 -1.57774
H 0.39630 1.87202 -0.85350
H 0.64403 -1.42726 1.23063
H 0.15544 -1.68148 -0.35434
O 1.29950 0.08788 -0.20785
F -1.93072 -0.10621 0.30159
*
```

Values from the calculation:
- HOMO: -10.2 eV



Most stable one: entry two, least stable one: entry one.